# 1
Here is a single C27H26N2O4S molecule from the Open Molecules 2025 dataset. Energies are from ωB97M-V/def2-TZVPD.

```
60
Properties=species:S:1:pos:R:3:mulliken_charge:R:1
O 1.2197 -1.3243 2.0670 -0.594
C 0.1987 4.2836 0.0784 -0.773
H 3.6535 -2.4468 0.3963 0.301
H -2.2833 0.7255 1.5108 0.685
S 1.5435 -2.3854 1.1600 1.504
H -3.5856 -0.7381 -1.1897 0.323
H 6.3908 -0.2443 -0.0084 0.384
C 0.1992 -2.5885 0.0018 -0.577
C -0.9872 -1.9481 0.2811 -0.002
H 5.4135 1.6448 -0.9193 0.343
C 3.5279 3.3573 -1.7928 -1.713
H -0.5319 -3.8746 -3.0134 0.359
C -3.1436 2.9820 -0.8866 -0.810
H -3.0874 -1.6949 -3.3133 0.337
H 5.6368 -1.7353 -0.5721 0.392
H -5.7115 -0.1986 0.5600 0.331
C -2.2274 1.5593 0.8291 -0.150
C -4.7114 0.1707 0.8073 -0.510
C 1.1551 2.7984 1.7069 -0.518
C 4.4237 1.2145 -0.8506 -0.875
N 2.8146 -1.9442 0.1531 -0.230
C 2.0684 1.4117 -1.1443 -1.281
H 5.3955 -1.1961 1.0950 0.379
H 1.3176 -3.7863 -1.3593 0.523
C 1.2302 3.9524 0.9129 -0.651
C -2.0186 -1.9738 -0.6499 0.403
C -1.8566 -2.6678 -1.8559 1.146
C -0.9599 3.4834 0.0169 0.773
O -3.4783 -1.6332 1.8187 -0.603
C -1.0525 2.3413 0.8535 0.868
H -0.0071 1.1145 2.2858 0.279
O -4.4168 1.1442 -0.1672 -0.547
C -3.7255 -1.0023 0.8195 0.167
H 3.9651 3.3119 -2.7905 0.431
C 3.3310 1.9742 -1.2496 0.572
H 4.2057 3.9261 -1.1591 0.375
H 0.2549 5.1632 -0.5484 0.383
C -0.6576 -3.3293 -2.0898 -1.126
H 1.9893 2.5324 2.3377 0.460
C -2.9602 -2.6832 -2.8689 -1.721
H -3.9686 3.1910 -1.5499 0.468
H 0.9195 -0.2974 -0.5780 0.172
O 1.9430 -3.6544 1.6921 -0.786
C 5.4975 -0.8595 0.0629 -1.898
H 2.1144 4.5708 0.9581 0.412
N -3.1927 -1.2480 -0.4090 0.066
C 4.2899 -0.0749 -0.3631 1.050
H 2.5793 3.8833 -1.8556 0.282
C 0.0384 2.0100 1.6840 -0.826
C -2.0350 3.7740 -0.8511 -1.061
C 1.9064 0.1266 -0.6618 0.329
H -1.9665 4.6398 -1.4941 0.412
H -3.9021 -2.9692 -2.4033 0.358
H 1.1982 1.9780 -1.4409 0.550
C -3.2505 1.8644 -0.0298 0.349
H -2.7374 -3.3860 -3.6665 0.419
H -4.7386 0.6034 1.8147 0.403
C 0.3792 -3.2914 -1.1716 -0.671
C 3.0060 -0.6286 -0.2766 0.446
H -1.0802 -1.4161 1.2125 0.485
```

Values from the calculation:
- Relative energy (zero: lowest compared OMol25 entry of this formula, charge and spin): 93.19 kJ/mol
- E_tot: -1853.1724 Ha
- Lowest unoccupied orbital energy: 0.48 eV
- SMILES string: Cc1ccc(NS(=O)(=O)c2ccc(C)c(NC(=O)COc3ccc4ccccc4c3)c2)c(C)c1
- HOMO: -8.18 eV
- Net charge: 0

***

# 2
Here is a single C13H21NOS molecule at a distorted geometry from the Open Molecules 2025 dataset. Energies are from ωB97M-V/def2-TZVPD.

```
37
Properties=species:S:1:pos:R:3:mulliken_charge:R:1
H 1.7360 -1.4646 0.1721 0.429
H -3.5818 -1.0904 2.5706 0.366
C 2.4848 2.3050 4.6632 -0.841
C -1.8229 -2.0915 -2.5044 -1.144
H -1.4783 -0.1867 1.6873 0.340
H -0.7407 -1.8154 -0.1264 0.203
C 2.3793 1.2218 2.1693 0.293
O -3.3081 -0.2954 -1.8613 -0.284
H -4.6640 -1.7599 -2.5715 0.280
H 0.1356 -0.2881 -1.5808 0.571
C -2.1543 -0.5309 0.9501 -0.486
H 2.4545 3.2812 5.0881 0.314
H 1.4982 1.9347 4.4360 0.316
H -1.0065 0.9675 -1.1951 0.307
H -3.8606 -1.8750 0.9684 0.285
C -1.3965 -0.9758 -0.3621 0.311
H -1.1454 -2.8604 -2.1270 0.350
C -0.4406 0.0550 -0.8128 -1.161
C -3.1001 -1.5142 1.6518 -1.415
C 2.5800 -0.0418 1.6041 -0.843
H -1.4561 -1.4973 -3.3969 0.294
C 1.2059 2.0118 1.8977 -0.689
H -5.1400 -0.0173 -2.7032 0.265
N -2.3364 -1.2574 -1.3972 0.307
C 0.3282 1.5359 0.9159 -0.435
S 3.6328 2.0402 3.1840 -0.083
H 3.3781 -0.7041 1.8553 0.448
H -2.5438 -2.4081 1.9786 0.318
H -2.8416 0.3249 0.5848 0.249
C 1.6301 -0.5138 0.6737 -0.259
H -0.5153 2.1675 0.6115 0.346
H 2.9436 1.6686 5.4983 0.270
H -2.6202 -2.8397 -2.8089 0.363
H 1.1960 3.0879 2.2384 0.340
C -4.6236 -0.7749 -2.1422 -0.643
C 0.5645 0.3525 0.2394 0.470
H -5.1570 -0.9198 -1.2006 0.249
```

Values from the calculation:
- Relative energy (zero: lowest compared OMol25 entry of this formula, charge and spin): 448.06 kJ/mol
- E_tot: -1035.9867 Ha
- Lowest unoccupied orbital energy: 0.86 eV
- SMILES string: CC[C@H](Cc1ccc(SC)cc1)N(C)OC
- HOMO: -7.92 eV
- Net charge: 0

***

# 3
Here is a molecular structure, C5H8Cl3LiN2SeSi from the Open Molecules 2025 dataset. Energies are from ωB97M-V/def2-TZVPD.

```
21
Properties=species:S:1:pos:R:3:mulliken_charge:R:1
C 2.3560 -0.4528 -0.3894 -0.817
H 3.0919 0.1046 0.1837 0.355
H 2.7960 -0.8080 -1.3169 0.295
Li -0.2364 -1.1260 2.6051 0.743
C 0.7179 0.6154 -1.9952 -0.361
N 1.2256 0.4097 -0.7242 0.223
N -0.4802 1.7010 -0.5135 0.170
Se 0.7477 1.1290 2.0211 -0.435
C -0.3489 1.4242 -1.8641 -0.340
Cl -0.2859 -4.7360 2.8684 -0.327
H 2.0178 -1.2996 0.2024 0.307
Si -1.1187 -3.2087 1.6366 0.157
H -1.0997 3.3045 0.6874 0.365
Cl -3.1945 -3.3839 2.0484 -0.324
C 0.4842 1.0714 0.1850 -0.248
H 1.1578 0.1696 -2.8704 0.407
H -2.1541 1.8892 0.7370 0.355
H -1.0206 1.8255 -2.6024 0.401
H -2.1401 2.9266 -0.7065 0.296
Cl -0.9802 -4.0629 -0.2850 -0.312
C -1.5355 2.5072 0.0922 -0.911
```

Values from the calculation:
- E_tot: -4384.0559 Ha
- Lowest unoccupied orbital energy: 0.04 eV
- HOMO: -7.87 eV
- Net charge: 0

***

# 4
Here is a molecular structure, C24H45InNO2P2 at a distorted geometry from the Open Molecules 2025 dataset. Energies are from ωB97M-V/def2-TZVPD.

```
75
Properties=species:S:1:pos:R:3:mulliken_charge:R:1
C -0.2468 3.7206 0.6352 -1.038
H -1.4708 -1.5231 3.4817 0.210
H -0.3444 4.7791 0.3461 0.283
H 0.4647 1.9386 3.9203 0.361
H 2.8200 0.3871 4.0050 0.286
H 3.7417 -3.2727 -2.1548 0.447
C -2.5141 -0.8194 -1.6320 -0.435
C 0.2732 2.5121 -1.5990 0.887
H 3.6917 2.4541 1.1510 0.380
H 0.4733 0.7065 -3.7080 0.247
H 3.3760 -1.5312 -2.4663 0.265
H -4.5813 1.7199 -1.9839 0.350
C 2.2185 -0.5084 4.2211 -1.133
H -0.6711 0.8881 4.8158 0.410
C 1.4291 1.2007 -3.4889 -1.452
H -4.5897 -1.2116 -2.1201 0.425
H -4.7204 -1.3502 2.0365 0.476
P 0.6891 -0.4242 3.2164 0.671
H 4.5777 2.3719 -1.3969 0.373
C 2.7963 3.0813 1.0736 -1.500
N 3.4937 -1.5794 1.1455 0.489
C 3.3578 -2.3374 -1.7221 -1.066
H -0.9911 1.3232 3.1141 0.102
H 3.9798 1.0407 -2.4138 0.399
H -3.2403 -2.7628 1.1014 0.422
C -3.8916 0.4206 1.1241 -0.593
O 3.6777 -0.3908 1.4721 -0.298
C -4.6144 0.8258 -1.3335 -1.339
H -0.9568 3.3192 -3.1595 0.498
C 3.8664 1.5332 -1.4409 -1.408
H -4.1864 -2.5926 -0.3758 0.322
H -0.1005 -3.4739 -2.5866 0.350
H -3.7966 -0.0321 -3.1319 0.380
C 2.0083 -4.2239 -0.3418 -1.330
H 0.1677 3.6848 1.6497 0.293
C -2.3256 -1.4592 -0.3607 0.027
H 4.1405 0.8232 -0.6452 0.091
H 2.2231 0.4443 -3.5331 0.323
H 2.8284 -1.3670 3.8958 0.315
H -1.2665 3.3063 0.6837 0.104
C -3.9046 -0.3460 -2.0783 -0.678
H -5.6915 0.5840 -1.2195 0.443
H 1.0646 -4.6443 0.0293 0.343
C -4.4728 -0.9827 1.0226 -0.884
H -1.4275 1.6985 -2.6406 0.267
H -1.4099 -2.0305 -0.1401 0.156
H 3.1191 4.1321 1.0149 0.346
H 1.5152 -4.1639 -2.9976 0.420
C 0.9671 -3.2510 -2.7187 -1.297
H -0.1346 -2.6869 3.6186 0.360
O 3.2300 -2.4589 1.9882 -0.391
H -3.8959 0.8359 2.1371 0.542
C 0.6295 2.9950 -0.3126 0.591
H -1.7814 3.1132 -1.6064 0.328
H 1.9944 -0.5655 5.2943 0.412
C -1.0394 2.6655 -2.2765 -1.581
H -4.0636 2.3941 0.1962 0.770
H -1.7905 -1.0477 -2.4352 0.487
H 3.9581 -2.0443 -0.8452 0.327
In -1.9914 0.6950 -0.0970 0.350
H 2.4448 -4.8855 -1.1052 0.382
H 1.6145 1.9282 -4.2944 0.329
H 1.0807 -2.4864 -3.4994 0.355
C 2.4726 2.0069 -1.2536 0.627
H -5.4431 -0.9728 0.4900 0.283
H 2.6955 -4.0821 0.5046 0.329
H 2.2209 2.9662 2.0008 0.210
C 1.9994 2.6951 -0.1094 0.491
C -0.4692 -1.6842 3.9180 -1.194
C 1.3984 1.8658 -2.1598 0.178
P 1.6349 -2.5975 -1.1272 0.809
C -0.2023 1.0709 3.8418 -1.066
H -0.5315 -1.6230 5.0153 0.396
C -3.5661 -2.0231 0.3456 -1.032
C -4.0108 1.3083 0.0051 0.004
```

Values from the calculation:
- Relative energy (zero: lowest compared OMol25 entry of this formula, charge and spin): 522.39 kJ/mol
- E_tot: -2018.9391 Ha
- Lowest unoccupied orbital energy (spin up / spin down): -5.20 / -4.90 eV
- HOMO (spin up / spin down): -9.77 / -9.72 eV
- Net charge: +1